[1]
44
Properties=species:S:1:pos:R:3:forces:R:3 method="wB97M-V/def2-TZVPD" s_squared=2.006 spin_multiplicity=3 homo_ev="-14.24 / -14.25" total_charge=+2 orbital_gap_ev="5.52 / 5.61"
I -3.0684 -0.0070 -0.1308 1.55 0.12 -0.10
I 2.9615 -0.3702 0.3324 -1.09 0.14 -0.86
Pr -0.0023 0.0093 -0.8112 -0.12 -0.77 -0.83
P 0.0284 -2.5744 -0.1881 0.10 -1.45 -0.07
C -0.1737 -3.3870 1.4035 -0.07 -0.12 0.29
C -1.3003 -3.1491 -1.3350 0.09 0.17 0.34
H -1.1060 -4.2053 -1.5835 -0.24 0.42 -0.05
H 1.4622 -4.2330 -1.2687 0.12 0.37 0.02
H -1.2989 -2.5305 -2.2528 0.04 -0.39 0.18
H 1.8053 -2.5537 -1.8718 -0.10 -0.39 0.12
H -1.1242 -3.0439 1.8473 0.29 -0.34 -0.21
H -2.2818 -2.9968 -0.8571 0.40 -0.25 -0.19
C 1.5795 -3.1748 -0.9882 -0.14 0.05 0.31
H -0.1595 -4.4843 1.2700 -0.02 0.51 0.25
H 2.4193 -3.0086 -0.2914 -0.47 -0.39 -0.34
H 0.6386 -3.0499 2.0700 -0.21 -0.35 -0.28
P 0.0475 2.5918 -0.1356 0.23 3.21 0.53
C -0.3421 3.6386 1.2590 0.94 0.67 0.93
C 1.5750 3.1590 -0.9862 -0.11 -0.37 0.32
H -1.3083 2.4728 -2.2539 0.06 0.26 0.20
H -1.1436 4.1471 -1.6179 0.20 -0.46 0.25
H -2.2835 2.9511 -0.8608 0.44 0.11 -0.10
C -1.3002 3.0896 -1.3380 -0.36 -0.85 -0.04
H 1.7743 2.5478 -1.8838 -0.05 0.31 0.20
H 1.4311 4.2122 -1.2700 0.15 -0.35 0.03
H -0.3772 4.7117 1.0750 -0.66 -0.07 -0.56
H 0.5159 3.5779 1.9612 -0.80 0.16 -0.38
H 2.4176 3.0198 -0.2951 -0.14 0.20 -0.25
H -1.2405 3.1886 1.7241 0.40 0.62 -0.09
C 0.0258 -0.0036 2.1528 -2.89 -2.61 3.62
O -0.5837 -0.5994 2.9631 2.90 2.12 -3.86
O 2.4471 1.8311 2.0403 -2.73 -0.99 -1.33
B 1.0375 1.3918 1.7958 1.62 1.75 2.91
O 0.3305 1.8376 3.0844 0.23 -0.79 -3.46
C 1.3178 1.9352 3.9987 0.60 -0.99 0.97
C 1.0322 1.5652 5.3075 0.43 0.82 -0.27
C 2.1632 1.2043 6.0322 -0.21 -0.06 1.59
C 3.4523 1.1069 5.4857 0.17 0.59 -0.75
C 3.6793 1.4401 4.1299 -0.47 0.24 0.72
C 2.5905 1.8840 3.4042 -1.25 -0.52 1.30
H -0.0231 1.6148 5.6551 1.10 -0.26 0.00
H 2.0171 0.9972 7.1073 0.26 -0.09 -0.71
H 4.3147 0.7924 6.0938 -0.68 0.13 -0.27
H 4.6225 1.3236 3.6430 0.53 -0.12 -0.06



[2]
51
Properties=species:S:1:pos:R:3:forces:R:3 method="wB97M-V/def2-TZVPD" homo_ev=-8.08 total_charge=0 smiles="N#CO[C@](COCP(=N)(O)O)(OCP(O)O)P(O)I.c1cc[nH]c1.c1cc[nH]c1" orbital_gap_ev=7.18
N -4.7135 3.8716 -2.5845 7.13 -9.06 -2.59
C -3.8724 2.9006 -2.8756 -2.51 7.21 0.65
O -2.5940 2.2901 -3.3710 -3.73 0.82 2.62
C -1.4859 2.6142 -2.4218 0.77 0.91 0.30
C -0.3073 1.4906 -2.3699 -0.52 -2.07 -1.23
O 0.8725 1.8638 -1.5799 -1.22 -1.36 0.36
C 1.4683 0.7348 -0.8610 0.15 1.10 0.81
P 2.8517 -0.2085 -1.8009 2.53 -4.32 -0.53
N 2.6866 -1.8424 -1.6278 1.01 3.36 0.85
O 4.4302 0.1683 -1.1074 -1.60 0.62 -2.63
O 2.9585 0.1827 -3.4973 1.84 -0.04 2.66
O -2.0628 3.0657 -1.1781 2.09 -0.74 -1.40
C -2.0946 2.1256 -0.0769 -0.30 0.80 0.69
P -3.4261 0.7382 -0.1878 -0.20 -2.12 2.91
O -5.0399 1.3940 -0.2113 1.91 -1.12 -2.63
O -3.1295 -0.3873 -1.4720 -1.76 2.55 -0.53
P -0.6172 4.2044 -3.1766 2.49 1.02 0.43
O 0.8952 3.7361 -3.9711 -3.35 -1.01 0.06
I -1.9608 5.1870 -4.9950 0.12 -0.70 0.18
H -0.7315 0.4715 -1.9872 0.54 1.85 -0.62
H 0.0515 1.2891 -3.4921 -0.92 0.49 2.35
H 0.7199 -0.0685 -0.4604 1.23 1.32 -1.13
H 1.9947 1.1979 0.1047 -0.88 -0.99 -2.20
H 3.5568 -2.1865 -1.1240 -1.27 0.50 -0.95
H 5.0946 0.3265 -1.8525 -1.31 -0.16 1.54
H 3.9353 -0.0247 -3.7499 -2.55 0.34 0.47
H -1.0309 1.7048 0.2755 -2.32 0.57 -1.17
H -2.4454 2.7645 0.8711 0.48 -1.40 -2.13
H -5.4744 1.1302 -1.0760 0.42 0.81 1.29
H -3.7219 -0.2365 -2.2674 1.16 -0.19 0.94
H 0.6801 3.0302 -4.6436 0.59 1.01 0.73
C -2.4797 -0.8531 4.2126 0.00 0.39 0.12
C -1.6596 -1.7357 3.4698 0.34 -0.04 -0.23
C -0.6087 -0.9984 2.9719 -0.04 -0.16 -0.11
N -0.7685 0.2989 3.3843 0.05 0.10 -0.03
C -1.9038 0.3960 4.1460 -0.18 0.03 0.06
H -3.3913 -1.1019 4.7402 0.16 0.07 -0.09
H -1.8182 -2.7951 3.3153 0.06 0.19 0.01
H 0.2363 -1.2849 2.3601 -0.14 -0.07 0.12
H -0.1455 1.0646 3.1621 -0.25 -0.32 0.17
H -2.2048 1.3433 4.5729 0.02 -0.18 -0.06
C 2.8749 -4.4465 3.2280 0.10 0.33 0.27
C 2.5521 -4.9279 1.9368 -0.05 0.14 -0.35
C 2.4762 -3.8377 1.0993 -0.09 -0.19 -0.17
N 2.7371 -2.7149 1.8409 0.02 -0.01 0.02
C 2.9868 -3.0769 3.1390 0.00 -0.04 0.18
H 3.0122 -5.0353 4.1256 -0.02 0.13 -0.14
H 2.3929 -5.9590 1.6487 0.02 0.19 0.02
H 2.2581 -3.7647 0.0422 -0.02 0.01 0.20
H 2.7451 -1.7676 1.4856 0.05 -0.43 0.03
H 3.2206 -2.3308 3.8866 -0.05 -0.16 -0.09



[3]
42
Properties=species:S:1:pos:R:3:forces:R:3 method="wB97M-V/def2-TZVPD" homo_ev=-15.36 total_charge=+2 orbital_gap_ev=7.29
Ir 0.5563 -1.5500 0.2998 -0.85 -1.20 0.43
N 0.4292 -1.7438 2.4249 0.18 0.50 -0.61
C -0.2875 -3.0003 2.7804 0.06 -0.28 -0.18
C -0.6554 -3.8265 1.5511 -0.14 0.16 0.16
O -1.3002 -4.8149 1.5960 0.10 0.02 -0.01
O -0.2364 -3.2877 0.3574 0.20 -0.37 -0.30
H 1.3582 -1.7327 2.8322 -0.08 -0.02 0.23
H -0.0527 -0.9195 2.7741 0.00 -0.11 0.24
H -1.2076 -2.7787 3.3164 0.03 0.00 0.06
H 0.3355 -3.6335 3.4096 -0.03 0.09 0.12
N 0.5055 -1.7350 -1.7693 -0.04 0.12 -0.04
C 1.3556 -0.8289 -2.5887 0.05 0.00 -0.08
C 2.8276 -0.9921 -2.2524 -0.08 0.04 0.08
C 3.2044 -0.4496 -0.8842 0.08 0.01 -0.11
N 2.6521 -1.2916 0.2194 -0.78 0.96 0.17
H 0.7452 -2.7077 -1.9644 -0.07 -0.01 -0.12
H -0.4631 -1.6327 -2.0686 0.01 -0.07 -0.07
H 1.0298 0.1936 -2.3940 -0.02 0.00 0.00
H 1.1827 -1.0416 -3.6439 -0.01 -0.03 0.02
H 3.4065 -0.4475 -2.9986 0.01 0.01 0.01
H 3.1288 -2.0413 -2.3476 0.02 0.01 -0.01
H 2.8198 0.5612 -0.7471 -0.02 -0.01 0.04
H 4.2896 -0.4155 -0.7772 -0.01 -0.03 0.03
H 2.9749 -0.9021 1.1033 0.13 -0.03 -0.02
H 3.0439 -2.2297 0.1523 -0.06 -0.03 0.02
C -2.3754 -0.0844 -0.1779 0.04 0.01 0.02
C -1.2671 0.8884 0.0956 -0.06 -0.24 0.00
O -0.0956 0.4740 0.2805 1.38 0.48 -0.04
C -1.5275 2.3097 0.1532 0.00 0.06 -0.02
C -0.4656 3.2081 0.3497 -0.02 -0.03 0.02
C -0.7065 4.5642 0.3841 0.00 0.01 -0.02
C -2.0064 5.0399 0.2274 0.00 -0.01 0.02
C -3.0653 4.1621 0.0288 -0.01 0.01 -0.02
C -2.8319 2.8017 -0.0077 0.02 -0.01 0.03
H -2.0182 -1.1151 -0.1899 -0.05 -0.01 0.01
H -2.8496 0.1378 -1.1348 0.00 0.00 -0.01
H -3.1487 0.0006 0.5869 0.00 0.00 0.00
H 0.5374 2.8268 0.4790 0.01 0.01 -0.02
H 0.1101 5.2583 0.5251 -0.01 0.00 0.03
H -2.1959 6.1044 0.2676 0.01 0.00 -0.03
H -4.0688 4.5418 -0.1019 0.00 0.00 0.03
H -3.6679 2.1300 -0.1466 0.01 0.00 -0.04



[4]
36
Properties=species:S:1:pos:R:3:forces:R:3 method="wB97M-V/def2-TZVPD" homo_ev=-12.04 total_charge=+1 orbital_gap_ev=5.86
C -2.2303 -1.6875 1.7106 -0.60 0.13 -0.63
C -1.4250 -0.4687 1.9708 0.70 -0.49 1.87
C -2.1523 0.7616 2.3761 -0.60 0.64 -0.67
C -0.0233 -0.5738 2.0854 0.86 0.23 -0.31
C 0.8055 0.5868 2.2278 0.09 -0.06 0.05
C 2.1915 0.4862 2.2033 -0.26 0.22 0.14
C 2.8125 -0.7683 2.1511 -0.47 -0.05 -0.09
C 2.0305 -1.9316 2.0793 -0.51 -0.24 0.11
C 0.6482 -1.8404 2.0210 -0.11 0.03 -0.17
H -1.8410 -2.2764 0.8684 -0.12 0.22 0.19
H -2.2375 -2.3601 2.5795 0.12 0.25 0.03
H -3.2677 -1.3978 1.5111 0.23 -0.26 -0.02
H -1.6669 1.7132 2.1157 0.03 -0.49 0.16
H -3.1304 0.7604 1.8785 0.15 0.08 0.24
H -2.3550 0.8036 3.4589 0.23 -0.46 -0.15
H 0.3448 1.5693 2.3562 0.25 -0.41 -0.19
H 2.7898 1.3987 2.2409 -0.16 -0.34 0.07
H 3.8980 -0.8554 2.1705 -0.25 0.10 -0.02
H 2.4856 -2.9245 2.0786 -0.04 0.42 -0.05
H 0.0396 -2.7480 1.9484 0.43 0.32 0.01
C -1.4403 3.1272 -2.3045 0.21 0.03 -0.30
C -0.8354 2.4456 -1.0742 -0.16 -0.19 -0.24
C 0.2848 1.4985 -1.4902 -0.05 -0.09 -0.33
C -0.2986 3.4589 -0.0601 -0.08 0.08 0.04
N -1.9350 1.6319 -0.5496 -0.23 -0.19 0.11
H -2.1878 3.8771 -2.0147 0.17 -0.12 -0.06
H -0.6731 3.6032 -2.9260 -0.14 0.09 0.17
H -1.9433 2.3598 -2.9084 0.16 0.26 0.13
H 0.7653 1.0240 -0.6258 -0.09 0.03 -0.03
H -0.1195 0.7163 -2.1460 0.15 0.14 0.12
H 1.0554 2.0484 -2.0397 -0.08 -0.12 0.09
H 0.0229 2.9454 0.8566 -0.04 0.13 -0.19
H 0.5708 3.9994 -0.4538 -0.22 -0.02 0.05
H -1.0780 4.1839 0.2063 0.19 -0.06 -0.02
H -1.6519 0.8451 0.0197 0.08 0.41 -0.11
H -2.6560 2.1905 -0.1021 0.18 -0.21 0.01



[5]
38
Properties=species:S:1:pos:R:3:forces:R:3 method="wB97M-V/def2-TZVPD" homo_ev=-7.97 total_charge=0 smiles=CCCCCCCCOc1ncccc1N orbital_gap_ev=8.93
C 0.0008 -1.9837 -0.7775 1.06 0.69 0.57
C -1.1095 -2.2597 0.2434 0.26 -1.45 -0.60
C -2.5351 -1.8760 -0.1113 0.08 0.01 -0.43
C -2.7240 -0.4010 -0.5397 0.95 -0.80 -0.55
C -2.0098 0.4796 0.4569 0.32 -3.23 1.25
C -1.9931 1.9341 0.2528 -0.49 0.92 -0.89
C -0.8718 2.4381 -0.6913 -0.46 -2.45 -0.20
C 0.3905 2.8410 0.0155 0.52 -0.58 -1.13
O 0.8483 1.7095 0.7949 0.21 1.00 0.54
C 1.7918 0.9054 0.2703 0.22 0.56 -2.62
N 2.2078 1.0808 -0.9813 0.28 -0.13 0.21
C 3.0530 0.1738 -1.5406 -0.54 1.76 -0.61
C 3.4327 -0.9295 -0.8248 0.55 -0.32 -1.86
C 3.0583 -1.0505 0.4798 1.43 -1.52 1.64
C 2.2421 -0.1370 1.0543 -0.28 0.39 -0.11
N 1.7102 -0.2865 2.2870 -1.13 0.31 1.26
H 0.9512 -1.7325 -0.2158 -1.29 -0.17 -0.72
H -0.2712 -1.0973 -1.3817 0.38 -0.51 -0.01
H 0.3271 -2.8241 -1.4047 -0.69 0.16 -0.10
H -1.0927 -3.3474 0.5017 -0.04 0.79 0.04
H -0.8950 -1.7030 1.1155 0.60 0.20 1.17
H -2.8801 -2.6045 -0.8528 -0.46 0.34 0.01
H -3.0910 -1.9922 0.8280 -0.28 -0.24 -0.29
H -2.3339 -0.2007 -1.5373 0.05 -0.21 -0.29
H -3.7777 -0.2132 -0.5924 -0.71 0.38 0.09
H -2.4667 0.0741 1.4267 0.54 1.37 -0.62
H -0.9573 0.1088 0.5385 -0.77 0.52 -0.16
H -1.8296 2.2745 1.2337 0.05 1.39 1.26
H -2.9803 2.2600 -0.1099 0.25 0.16 0.22
H -0.7019 1.5331 -1.3764 0.23 1.55 0.48
H -1.1715 3.2872 -1.2585 -0.50 0.58 -0.70
H 0.1652 3.6879 0.6697 0.38 -0.30 0.27
H 1.1528 3.1059 -0.7637 -0.50 -0.11 1.00
H 3.4459 0.4500 -2.5849 -0.83 -0.78 1.68
H 3.8885 -1.7179 -1.3999 0.67 -0.20 0.38
H 3.4769 -1.8395 1.1599 -0.63 0.44 -1.00
H 1.2553 0.5325 2.6447 -0.21 0.24 0.00
H 2.2938 -0.6800 2.9711 0.78 -0.75 0.84